A molecular structure, C49H71ClGeN7O3SeTeW, computed with ωB97M-V/def2-TZVPD.

Calculated values
⟨S²⟩: 1.25
total charge: +2
total energy: -212029.241 eV
orbital gap (spin up / spin down): 6.0 / 4.8 eV
multiplicity: 2
max |F|: 0.0317 Eh/bohr
energy above the lowest of the compared OMol25 structures with the same formula, charge and spin: 59.0 kcal/mol
LUMO level (spin up / spin down): -0.22793 / -0.27047 hartree

```
135
Properties=species:S:1:pos:R:3:forces:R:3:lowdin_charge:R:1
W -0.098 -0.360 -0.188 0.115 1.153 1.147 1.26
C 0.693 0.399 -3.874 0.043 0.016 -0.019 -0.01
C 1.759 -0.038 -2.889 -0.181 0.030 -0.054 -0.59
C 2.610 1.075 -2.325 -0.016 0.012 -0.026 -0.03
C 2.656 -1.071 -3.554 0.014 0.008 -0.019 -0.08
O 0.996 -0.661 -1.746 0.044 -0.230 0.177 -0.49
Ge 1.825 -2.663 -1.133 -0.429 -0.345 -0.232 1.12
O -0.018 -2.976 -1.192 0.135 -0.231 -0.015 -0.49
C -0.472 -4.154 -1.924 0.024 -0.015 -0.010 -0.69
C 0.404 -5.350 -1.557 0.008 -0.019 -0.011 -0.05
C -1.901 -4.441 -1.503 -0.043 -0.025 0.017 -0.04
C -0.406 -3.889 -3.425 0.000 -0.015 -0.009 -0.02
O 1.521 -1.934 0.561 0.130 -0.089 -0.158 -0.67
C 2.583 -2.158 1.576 0.031 0.022 -0.171 -0.67
C 2.648 -3.665 1.796 0.086 -0.008 0.021 -0.04
C 2.241 -1.464 2.885 -0.077 -0.041 -0.024 -0.06
C 3.906 -1.631 1.035 0.038 0.028 0.072 -0.04
H 1.124 1.069 -4.620 0.010 -0.006 -0.003 0.11
H 0.281 -0.467 -4.395 -0.020 -0.009 0.012 0.10
H -0.106 0.928 -3.370 0.005 -0.021 -0.001 0.03
H 3.203 1.504 -3.134 0.001 0.009 -0.002 0.11
H 2.013 1.870 -1.891 0.038 -0.063 -0.028 0.04
H 3.298 0.686 -1.572 -0.001 -0.004 0.003 0.08
H 3.035 -0.612 -4.468 0.011 0.001 0.007 0.11
H 3.519 -1.343 -2.946 -0.015 -0.012 0.015 0.07
H 2.114 -1.969 -3.852 -0.010 0.017 0.009 0.06
H 0.481 -5.445 -0.471 0.001 0.004 0.001 0.09
H -0.034 -6.270 -1.944 0.004 0.002 -0.005 0.10
H 1.408 -5.275 -1.983 0.006 0.021 0.012 0.07
H -1.934 -4.777 -0.464 -0.003 0.014 -0.006 0.06
H -2.532 -3.559 -1.619 -0.010 0.010 0.031 0.06
H -2.320 -5.237 -2.120 -0.003 -0.007 0.006 0.11
H 0.563 -3.477 -3.711 0.015 -0.030 0.008 0.07
H -0.540 -4.818 -3.979 -0.035 -0.001 0.000 0.10
H -1.188 -3.200 -3.751 0.024 0.045 0.014 0.08
H 1.684 -4.065 2.115 -0.004 0.026 0.015 0.06
H 2.961 -4.188 0.888 -0.025 -0.002 -0.005 0.07
H 3.384 -3.895 2.567 0.015 -0.013 -0.019 0.11
H 1.238 -1.721 3.231 0.067 -0.026 -0.016 0.03
H 2.946 -1.808 3.642 0.006 -0.002 0.018 0.10
H 2.330 -0.378 2.835 0.012 0.000 0.004 0.02
H 4.255 -2.205 0.174 -0.018 0.004 -0.008 0.07
H 3.817 -0.581 0.755 0.003 0.010 -0.002 0.06
H 4.672 -1.712 1.809 0.007 -0.004 -0.003 0.09
N -2.688 1.472 2.876 -0.005 0.048 0.036 0.10
C -1.457 1.123 2.513 0.076 -0.013 -0.077 -0.18
N -1.532 0.489 1.354 -0.495 -0.085 -0.029 -0.14
C -2.870 0.506 1.064 0.182 0.195 0.376 -0.34
N -3.602 1.100 1.969 -0.070 -0.037 -0.156 0.20
C -3.266 -0.022 -0.215 0.029 -0.166 -0.521 -0.22
C -4.543 0.010 -0.757 0.030 -0.020 0.178 -0.04
N -4.796 -0.485 -1.958 -0.095 -0.023 -0.091 0.14
C -3.776 -0.978 -2.644 0.062 -0.024 -0.075 -0.09
C -2.479 -0.969 -2.151 0.041 -0.073 0.076 -0.12
N -2.227 -0.506 -0.927 0.013 -0.174 -0.008 -0.03
H -2.969 1.978 3.704 -0.010 -0.010 -0.001 0.18
H -0.566 1.356 3.074 0.017 0.001 -0.028 0.09
H -5.370 0.432 -0.199 0.034 0.005 0.045 0.14
H -3.978 -1.376 -3.631 -0.016 0.011 -0.003 0.13
H -1.638 -1.326 -2.730 -0.004 -0.016 0.029 0.10
Cl -2.483 2.105 -3.351 0.017 0.010 -0.005 0.77
C -1.068 3.062 -2.983 0.008 0.002 0.096 -0.60
C -0.695 4.028 -3.903 -0.036 -0.016 -0.001 -0.09
C 0.395 4.837 -3.634 0.046 0.015 0.028 -0.05
C 1.084 4.689 -2.437 -0.002 0.035 -0.044 -0.05
C 0.692 3.721 -1.532 -0.029 -0.053 0.006 -0.08
C -0.377 2.854 -1.787 -0.044 0.055 -0.134 -0.32
C -0.847 1.910 -0.730 0.173 0.058 -0.067 -0.20
H -1.268 4.150 -4.812 0.001 0.000 -0.004 0.11
H 0.690 5.594 -4.347 0.001 0.009 -0.003 0.12
H 1.918 5.338 -2.205 0.008 0.004 -0.003 0.12
H 1.229 3.629 -0.592 -0.015 -0.024 0.011 0.09
H -0.629 2.424 0.203 -0.117 -0.172 0.053 0.00
H -1.927 1.831 -0.811 0.057 -0.111 -0.093 0.03
C 6.341 -0.542 4.047 -0.009 -0.035 -0.017 -0.11
C 6.530 0.782 4.777 -0.011 0.013 0.014 -0.25
C 5.376 1.758 4.564 -0.010 -0.026 -0.022 -0.19
C 5.177 2.133 3.098 0.002 -0.045 0.022 -0.16
N 4.316 3.290 2.941 0.009 0.110 0.007 -0.06
C 3.007 3.214 2.617 -0.046 -0.247 -0.130 -0.07
Se 1.365 1.040 0.931 -0.128 0.061 0.159 0.70
N 2.568 4.495 2.640 0.049 0.095 0.084 -0.06
C 1.211 4.917 2.342 -0.012 0.002 -0.018 -0.15
C 0.374 5.300 3.568 -0.035 0.014 -0.051 -0.17
C -0.404 4.145 4.199 -0.018 0.024 -0.006 -0.26
C 0.451 3.021 4.776 0.017 0.000 0.024 -0.11
C 3.586 5.385 2.983 0.058 0.018 0.031 -0.16
C 3.622 6.766 3.125 -0.024 -0.046 -0.017 -0.01
C 4.839 7.328 3.475 -0.001 0.038 0.005 -0.07
C 5.976 6.541 3.676 0.037 0.010 0.010 -0.07
C 5.938 5.164 3.532 -0.037 -0.026 -0.027 0.00
C 4.719 4.603 3.179 -0.001 0.066 0.058 -0.16
H 7.148 -1.239 4.273 0.002 0.000 0.005 0.08
H 6.323 -0.406 2.964 0.011 0.005 -0.006 0.06
H 5.400 -1.016 4.345 -0.008 0.001 0.003 0.06
H 7.463 1.249 4.450 0.001 0.003 -0.006 0.11
H 6.641 0.595 5.846 0.002 0.002 0.002 0.11
H 5.548 2.669 5.142 0.040 0.004 -0.008 0.11
H 4.445 1.323 4.941 -0.014 0.026 0.012 0.11
H 4.700 1.324 2.545 0.033 -0.022 -0.004 0.10
H 6.138 2.338 2.618 -0.002 0.050 0.025 0.13
H 0.735 4.097 1.799 -0.005 -0.037 0.006 0.09
H 1.273 5.765 1.656 -0.006 0.007 0.006 0.13
H -0.348 6.058 3.255 0.017 0.014 0.015 0.12
H 1.017 5.778 4.311 0.021 -0.035 0.011 0.12
H -1.083 3.751 3.430 0.004 -0.006 -0.006 0.08
H -1.046 4.549 4.985 0.019 0.023 0.006 0.11
H 1.031 2.507 4.005 0.016 0.006 -0.006 0.02
H -0.163 2.292 5.313 -0.004 -0.013 -0.011 0.07
H 1.176 3.413 5.492 -0.014 0.005 0.010 0.09
H 2.747 7.383 2.972 -0.006 0.000 0.005 0.11
H 4.912 8.400 3.599 -0.004 0.001 -0.003 0.11
H 6.906 7.019 3.952 0.001 0.000 -0.002 0.11
H 6.823 4.562 3.688 0.004 -0.010 0.005 0.11
C -6.092 -1.895 5.488 -0.051 0.019 0.017 -0.03
C -4.947 -1.968 4.524 0.152 0.048 -0.028 -0.24
C -5.113 -2.468 3.240 -0.031 0.048 -0.025 0.01
C -4.058 -2.574 2.341 -0.032 0.000 -0.151 -0.30
C -4.322 -3.168 0.981 -0.016 -0.023 0.182 -0.04
C -2.791 -2.139 2.746 0.121 -0.223 0.312 -0.47
Te -1.060 -2.598 1.625 0.027 0.429 -0.687 1.52
C -2.586 -1.655 4.049 0.107 0.173 -0.065 -0.33
C -1.223 -1.272 4.570 -0.046 -0.111 0.112 -0.08
C -3.670 -1.559 4.906 -0.174 0.014 -0.053 0.00
H -7.029 -2.186 5.016 -0.003 0.001 0.001 0.08
H -6.207 -0.885 5.882 -0.002 -0.001 0.010 0.09
H -5.920 -2.559 6.336 0.002 0.003 0.002 0.10
H -6.095 -2.802 2.926 -0.008 -0.008 0.010 0.13
H -5.296 -3.652 0.957 0.007 -0.025 0.001 0.10
H -3.577 -3.914 0.714 0.059 -0.099 0.001 0.04
H -4.325 -2.411 0.200 0.042 0.086 -0.110 0.06
H -0.587 -0.835 3.802 0.060 0.023 -0.060 0.01
H -0.690 -2.137 4.975 -0.039 -0.030 -0.016 0.10
H -1.309 -0.546 5.379 0.017 -0.002 0.008 0.09
H -3.513 -1.175 5.909 0.002 -0.023 0.023 0.13
```
Positions in Å, forces in eV/Å.